118
Properties=species:S:1:pos:R:3:forces:R:3:mulliken_spin:R:1 method="wB97M-V/def2-TZVPD" lumo_ev="-2.69 / -2.44" spin_multiplicity=2 total_energy_ev=-157880.537 fmax_ha_per_bohr=0.0068 e_above_lowest_ev=1.266 homo_energy_ev="-9.071 / -9.079" charge=+1
Ru -0.30714 0.31280 -0.63789 -0.21 0.16 -0.05 0.924
C 3.40704 -0.35909 -2.82974 0.10 -0.03 -0.02 0.003
C 3.30734 -0.61374 -1.32335 0.00 -0.05 0.02 -0.012
C 4.70112 -0.78057 -0.71778 0.05 0.02 -0.03 0.000
P 2.17363 0.59105 -0.45939 -0.03 0.11 -0.20 0.028
C 2.96701 0.91423 1.17470 0.06 0.07 0.02 -0.001
C 2.72706 -0.20447 2.18096 0.02 0.00 0.02 -0.007
C 2.59345 2.30026 1.70302 0.03 0.01 0.02 0.001
C 2.47850 2.09508 -1.39995 -0.02 -0.08 0.03 -0.040
C 3.70743 2.57137 -1.84377 0.06 0.03 -0.03 0.004
C 3.75889 3.67007 -2.68507 0.04 -0.04 0.04 -0.004
C 2.57114 4.27121 -3.09228 -0.09 0.00 0.01 0.003
C 1.35068 3.82444 -2.61643 0.05 0.10 -0.11 -0.006
C 1.30403 2.75522 -1.71890 0.02 -0.08 -0.02 0.076
N 0.12347 2.36232 -1.07721 -0.07 -0.10 0.06 -0.049
C -0.54118 3.40596 -0.43817 0.06 0.07 0.07 0.042
C 0.05693 4.61189 -0.04593 0.01 0.10 0.04 0.002
C -0.69636 5.58198 0.59274 0.09 -0.01 -0.03 -0.004
C -2.04521 5.38857 0.86030 -0.09 -0.01 0.02 0.008
C -2.63290 4.18723 0.49772 -0.03 0.01 0.04 0.002
C -1.88123 3.20582 -0.13316 -0.02 -0.05 0.00 -0.005
P -2.41235 1.55112 -0.61446 0.07 -0.10 0.14 -0.050
C -3.76158 1.24981 0.64286 -0.05 0.00 -0.01 0.002
C -3.89271 -0.14530 1.23385 -0.03 0.01 0.07 0.010
C -5.13871 1.71646 0.16196 -0.02 -0.04 -0.05 0.000
C -3.12467 1.75265 -2.32856 0.11 0.04 -0.04 -0.038
C -3.77870 3.11661 -2.55634 0.04 0.04 -0.04 -0.001
C -2.03167 1.54873 -3.38769 -0.09 0.02 -0.02 0.075
H 3.77298 -1.26655 -3.31564 -0.03 -0.01 0.00 0.000
H 4.10555 0.44420 -3.05733 0.00 -0.04 0.00 0.000
H 2.45440 -0.09987 -3.28125 -0.03 0.05 -0.02 0.001
H 2.82421 -1.57087 -1.20040 -0.06 -0.13 -0.01 -0.002
H 5.28247 0.14283 -0.74016 0.00 -0.02 0.00 0.000
H 5.24465 -1.51652 -1.31467 0.00 0.00 0.01 0.000
H 4.67488 -1.14894 0.30772 0.00 0.01 -0.01 0.000
H 4.03638 0.93276 0.94097 -0.04 0.00 -0.01 0.000
H 1.67266 -0.26863 2.44957 -0.03 0.00 -0.01 0.004
H 3.30531 -0.01460 3.08868 -0.02 0.01 0.00 0.000
H 3.03866 -1.17087 1.78689 0.01 -0.04 0.02 0.001
H 1.51537 2.43850 1.76025 -0.03 0.00 0.01 0.001
H 3.01155 3.08357 1.07125 -0.02 0.00 0.01 0.000
H 3.00893 2.42397 2.70693 0.00 -0.01 0.00 0.000
H 4.62525 2.07983 -1.54435 -0.01 0.03 -0.01 0.000
H 4.70944 4.04310 -3.04106 0.00 -0.01 0.01 0.000
H 2.60125 5.10654 -3.78031 -0.01 0.00 0.00 0.000
H 0.43300 4.32493 -2.90078 0.01 0.00 0.01 0.000
H 1.10823 4.78921 -0.22802 -0.02 -0.01 0.00 0.001
H -0.21660 6.50424 0.89673 0.00 -0.01 -0.01 0.000
H -2.62333 6.15647 1.35578 -0.01 -0.01 0.00 0.000
H -3.67859 4.01929 0.72122 0.01 0.02 0.01 0.000
H -3.43282 1.91041 1.44738 0.01 -0.02 0.00 0.001
H -4.41310 -0.81919 0.55914 -0.02 -0.01 -0.02 -0.001
H -4.48578 -0.06487 2.14971 0.02 -0.02 0.00 0.000
H -2.92611 -0.57146 1.48476 0.01 -0.02 -0.02 -0.004
H -5.45802 1.16480 -0.72440 -0.01 0.02 0.00 0.000
H -5.18518 2.77943 -0.05885 0.00 0.00 -0.01 0.000
H -5.86793 1.51638 0.94960 0.02 -0.01 0.00 0.000
H -3.87218 0.96615 -2.44002 -0.01 0.02 0.01 0.000
H -3.06067 3.92523 -2.41354 -0.01 0.00 0.00 0.000
H -4.63639 3.30416 -1.91769 0.01 0.01 0.03 0.000
H -4.12512 3.15934 -3.59083 -0.02 0.00 0.02 0.000
H -1.21346 2.25398 -3.24466 0.00 0.02 -0.01 0.001
H -2.46260 1.72023 -4.37650 0.00 -0.03 0.01 0.001
H -1.62590 0.53847 -3.37074 0.01 0.00 -0.01 -0.029
S -2.32725 -0.99873 -1.33799 0.04 0.02 -0.31 -0.037
C -2.40869 -2.56868 -0.53449 0.11 0.03 0.14 0.009
C -3.61531 -3.22473 -0.32357 0.00 0.00 0.00 0.001
C -3.60821 -4.49015 0.25191 -0.02 0.02 -0.02 -0.001
C -2.41539 -5.10674 0.60167 -0.01 -0.02 0.01 0.000
C -1.20599 -4.46670 0.35411 0.08 -0.01 0.01 0.000
C -1.21690 -3.20208 -0.20681 -0.08 0.11 -0.05 0.002
As 0.26359 -2.14071 -0.83791 -0.07 -0.14 0.31 -0.057
C 1.71983 -3.26496 -0.18195 0.03 0.04 0.00 0.011
C 2.54630 -3.96579 -1.05696 0.01 0.01 0.00 -0.003
C 3.53401 -4.80614 -0.56257 0.00 0.01 0.01 0.000
C 3.70181 -4.95644 0.80721 -0.01 0.00 0.00 -0.001
C 2.87573 -4.26669 1.68297 -0.01 0.01 -0.01 0.001
C 1.88746 -3.42546 1.18868 0.04 -0.01 0.01 -0.003
C 0.20876 -2.57322 -2.71647 0.09 0.00 -0.05 -0.016
C -0.01173 -3.88013 -3.13654 0.02 -0.02 -0.05 -0.001
C -0.09657 -4.16108 -4.49245 0.00 0.00 0.01 -0.001
C 0.03594 -3.13989 -5.42467 0.00 0.01 0.01 0.002
C 0.24091 -1.83369 -5.00311 0.01 0.01 -0.03 -0.002
C 0.32185 -1.55160 -3.64781 -0.09 -0.09 -0.05 -0.008
H -4.54899 -2.75722 -0.60678 -0.01 0.00 0.00 0.000
H -4.54655 -4.99996 0.42875 0.00 0.02 -0.01 0.000
H -2.42637 -6.09046 1.05185 0.01 0.00 0.00 0.000
H -0.26883 -4.95542 0.59257 -0.01 -0.01 0.00 -0.001
H 2.42713 -3.85288 -2.12761 0.02 -0.01 0.02 0.000
H 4.17146 -5.34591 -1.25066 0.00 0.00 0.00 0.000
H 4.47245 -5.61226 1.19020 0.00 0.00 0.00 0.000
H 2.99797 -4.38452 2.75216 0.00 0.00 0.00 0.000
H 1.24495 -2.89534 1.87832 0.04 0.00 0.00 0.003
H -0.12846 -4.67798 -2.41175 0.00 0.01 0.00 0.000
H -0.27208 -5.17699 -4.82122 0.00 0.00 0.00 0.000
H -0.03269 -3.36246 -6.48143 0.00 0.00 0.00 0.000
H 0.32586 -1.03274 -5.72632 0.00 -0.01 -0.01 0.002
H 0.43587 -0.52886 -3.30914 0.00 0.04 -0.01 0.033
C -0.31162 2.62069 4.45829 0.02 0.02 -0.01 0.004
N -0.28626 1.16926 4.56890 -0.05 -0.06 -0.04 0.002
C 0.56470 0.67092 5.64532 0.00 0.00 0.01 0.002
C -0.64312 0.37439 3.52590 -0.07 0.22 0.13 0.029
S -0.72451 1.06329 1.97227 0.16 -0.13 0.07 0.081
N -0.94876 -0.90232 3.83402 0.06 -0.02 0.03 0.007
C -1.01221 -1.94028 2.82766 -0.07 -0.03 -0.03 0.017
C -1.48451 -1.28605 5.13562 0.00 -0.03 -0.03 0.000
H -0.49578 3.03260 5.45087 0.02 -0.01 0.01 0.000
H -1.10322 2.93511 3.78557 -0.01 0.01 0.01 -0.001
H 0.63861 3.01002 4.08349 0.00 -0.01 -0.02 0.000
H 1.45830 1.29615 5.69660 0.00 0.01 0.00 0.001
H 0.87852 -0.34876 5.44083 0.01 0.01 0.00 0.000
H 0.06579 0.70570 6.61558 0.00 0.00 0.00 0.000
H -0.60328 -1.55202 1.90101 0.00 -0.05 -0.04 -0.016
H -2.03989 -2.26660 2.64958 -0.02 0.05 -0.01 -0.001
H -0.44213 -2.81002 3.16130 0.00 0.00 0.02 0.001
H -1.78058 -0.40409 5.69523 -0.01 0.00 0.00 0.000
H -0.76984 -1.86370 5.72484 0.00 0.00 0.00 0.000
H -2.36685 -1.90506 4.96748 0.00 0.00 0.00 0.000